No. 1
Here is C12H20Cl12O16S4 as an isolated structure from the OMol25 dataset. Energies are from wB97M-V/def2-TZVPD.

The calculation puts the LUMO energy at 0.2 eV. The value obtained for the HOMO energy is -11.04 eV. The electronic energy is -239134.7250 eV.

ORCA input file:
```
! RIJCOSX wB97M-V def2-TZVPD def2/J DEFGRID3
* xyz 0 1
C 4.55488 3.04490 -1.86644
Cl 4.43359 1.55198 -0.92297
Cl 2.98177 3.82264 -1.98043
Cl 5.15473 2.72922 -3.49308
H 5.25789 3.67485 -1.34672
C 2.78555 -0.55851 -4.69192
Cl 1.48954 -1.70090 -5.01124
Cl 3.99144 -1.22233 -3.60463
Cl 2.14281 0.95057 -4.07154
H 3.24850 -0.35573 -5.64448
C 1.58670 3.89064 3.17604
Cl 0.04927 3.60071 3.99140
Cl 1.43218 5.07267 1.89757
Cl 2.20134 2.36525 2.49181
H 2.28296 4.22677 3.92634
C -2.24787 -1.61110 -3.40367
Cl -2.35232 -2.15229 -5.05921
Cl -2.73202 -2.88255 -2.28805
Cl -3.23491 -0.17503 -3.15491
H -1.22452 -1.36572 -3.16296
C 1.37698 -6.24329 0.75182
C 1.39983 -4.75590 0.49960
O 1.61252 -4.17666 1.80418
S 1.17596 -5.17073 2.96880
O 0.03953 -4.68293 3.62288
O 2.32576 -5.52015 3.68761
O 0.74283 -6.38014 2.02366
H 2.37708 -6.69396 0.74660
H 0.84228 -6.77834 -0.03056
H 0.41933 -4.46904 0.11802
H 2.18328 -4.42427 -0.17104
C -1.93817 2.46636 -1.57421
C -0.52355 2.72698 -1.04137
O -0.61883 3.88475 -0.18828
S -2.09143 4.43371 -0.05422
O -2.26099 5.52398 -0.92956
O -2.45503 4.59205 1.29812
O -2.80790 3.13424 -0.61830
H -2.22221 1.42367 -1.60190
H -2.10667 2.98913 -2.51429
H 0.05737 3.02618 -1.91896
H -0.02291 1.90620 -0.54879
C -4.64967 0.47078 1.67577
C -4.64677 1.69434 2.58620
O -3.78673 1.30774 3.67718
S -2.59627 0.47627 3.07698
O -2.12246 -0.42968 4.01753
O -1.70709 1.36030 2.41970
O -3.48116 -0.28564 2.00610
H -4.65291 0.74496 0.62230
H -5.51109 -0.16636 1.86443
H -5.61418 1.88371 3.03723
H -4.24633 2.59415 2.13375
C 1.03720 -0.84978 1.23158
C 2.15716 -0.30409 0.35016
O 2.17088 -1.14301 -0.83548
S 0.63907 -1.40931 -1.20807
O 0.47263 -2.68039 -1.76069
O 0.11490 -0.30414 -1.87534
O 0.09779 -1.39199 0.28874
H 0.62120 -0.02921 1.80859
H 1.31463 -1.64668 1.91879
H 3.15535 -0.34131 0.77866
H 1.92731 0.73143 0.07511
*
```

natural (NBO) population analysis, charges in e, atoms 1 to 8: C -0.277; Cl 0.001; Cl 0.022; Cl 0.026; H 0.233; C -0.294; Cl 0.021; Cl 0.027

***

No. 2
Here is C12H20Cl2O4V as an isolated structure from the OMol25 dataset. Energies are from wB97M-V/def2-TZVPD.

The calculation puts the LUMO energy (spin up / spin down) at 5.2 / 5.2 eV. The expectation value of S² is 0.759. The value obtained for the HOMO energy (spin up / spin down) is 0.79 / 1.25 eV. The electronic energy is -71690.9200 eV. For the relative energy (zero: lowest compared OMol25 entry of this formula, charge and spin), the calculation gives 83.7 kcal per mole.

ORCA input file:
```
! RIJCOSX wB97M-V def2-TZVPD def2/J DEFGRID3
* xyz -2 2
C 0.41293 2.09176 -1.15272
C -1.01415 1.88792 -1.24269
C -1.24480 0.63296 -1.90932
C -2.03532 2.83433 -0.82023
C 0.02610 0.02220 -2.18874
C 1.03255 0.94109 -1.78312
C 2.49535 0.79630 -2.03735
C 1.12347 3.16935 -0.43410
C -2.57279 -0.01722 -2.16528
C 0.23086 -1.14636 -3.07426
V -0.29279 0.42150 -0.14106
Cl -2.85644 0.19139 0.73071
Cl -0.80029 1.22035 1.92749
O -0.08567 -2.36448 -0.21422
H -1.62329 3.56932 -0.14166
H -2.81867 2.30296 -0.29974
H -2.49017 3.34997 -1.68163
H -3.24570 0.15540 -1.29013
H -2.45220 -1.11229 -2.27154
H -2.95993 0.44736 -3.09732
H -0.53217 -1.91045 -2.90785
H 1.19385 -1.61354 -2.90334
H 0.17975 -0.82123 -4.12166
H 2.77226 -0.26148 -2.14724
H 3.09677 1.25108 -1.23653
H 2.73789 1.32305 -2.98447
H 0.51673 3.53485 0.40751
H 1.32403 3.98901 -1.14550
H 2.08502 2.79015 -0.04484
H 0.71617 -1.99002 0.32825
O 1.44122 -0.53958 0.93184
H 2.27191 -0.41673 0.40423
C -1.82409 -2.30838 2.84407
O -0.75557 -2.28823 1.92400
C -1.15424 -2.23978 0.59190
O -2.28892 -2.42585 0.22667
H -1.70148 -1.38855 3.43944
H -1.71886 -3.26730 3.43958
H -2.73091 -2.30066 2.24789
*
```

natural (NBO) population analysis, charges in e, atoms 1 to 8: C -0.198; C -0.250; C -0.205; C -0.625; C -0.166; C -0.104; C -0.616; C -0.609

***

No. 3
Here is C12H20CoN2O5P as an isolated structure from the OMol25 dataset. Energies are from wB97M-V/def2-TZVPD.

The calculation puts the LUMO energy (spin up / spin down) at 2.8 / 2.9 eV. The expectation value of S² is 1.215. The value obtained for the HOMO energy (spin up / spin down) is -3.29 / -2.50 eV. The electronic energy is -72903.4034 eV.

ORCA input file:
```
! RIJCOSX wB97M-V def2-TZVPD def2/J DEFGRID3
* xyz -1 2
Co -0.28883 -0.58691 -0.70795
C -0.29244 -1.31752 2.87301
C 0.91974 -0.83470 2.16565
N 0.96355 -0.53137 0.88539
C 2.25869 -0.13987 0.61309
C 2.99891 -0.19963 1.75960
N 2.13917 -0.64544 2.73334
C 4.41906 0.10578 2.10093
O 5.15860 0.52945 1.11880
O 4.78894 -0.05275 3.25699
C 2.63673 0.25279 -0.79459
O 3.83873 0.61652 -0.97444
O 1.72005 0.18171 -1.62348
H -1.07327 -1.44515 2.12460
H -0.63240 -0.60283 3.62582
H -0.11443 -2.27667 3.36240
H 2.42239 -0.79015 3.68839
H 4.59494 0.59041 0.19340
C -3.04580 -2.17141 -0.78755
O -2.19121 -2.43685 -1.87339
C -0.95588 -1.81616 -1.81017
C -0.25035 -2.21611 -3.09029
H -3.43306 -1.14951 -0.83719
H -2.50250 -2.28119 0.15589
H -3.87551 -2.88157 -0.83975
H -0.64280 -3.15792 -3.48704
H 0.82371 -2.31769 -2.92832
H -0.38294 -1.44524 -3.85418
C -2.63740 1.80837 -1.65088
P -1.19515 1.38475 -0.59347
C -1.85051 1.99320 1.02140
C -0.08237 2.77907 -1.00656
H -2.96127 2.84696 -1.53327
H -3.46329 1.14261 -1.40439
H -2.36788 1.62443 -2.69032
H -2.25391 3.00899 0.96695
H -1.04450 1.97120 1.75738
H -2.63492 1.31641 1.36306
H -0.59671 3.74113 -0.95475
H 0.32204 2.62152 -2.00546
H 0.76411 2.78131 -0.31864
*
```

natural (NBO) population analysis, charges in e, atoms 1 to 8: Co 0.501; C -0.661; C 0.368; N -0.509; C 0.000; C -0.020; N -0.498; C 0.771

***

Sequential max |F| output: 3.06 4.66 1.30 eV Å⁻¹
Sequential molar mass output: 973.98 350.14 362.21 g mol⁻¹